C32H90N6O10 | ωB97M-V/def2-TZVPD

Geometry as XYZ:
```
138
C32H90N6O10, DFT ωB97M-V/def2-TZVPD
O -0.656 -0.768 0.990
O -2.579 -3.724 0.146
O -4.629 1.332 -3.227
O 5.091 -1.748 1.110
O 3.112 -0.947 -2.703
O 1.378 -4.678 -0.448
O 1.559 3.768 2.653
O -1.915 5.241 -2.205
O 4.044 2.845 3.167
O -4.529 0.132 3.609
N 0.549 5.409 0.550
N 1.198 -1.892 -5.088
N 6.918 -3.157 -0.442
N -1.217 -6.295 -2.571
N -2.842 -0.858 -0.893
N -4.936 3.481 1.895
C 0.880 2.927 3.556
C -3.042 5.962 -2.691
C -2.738 -4.211 1.472
C -4.227 2.337 2.490
C -3.462 -0.578 2.996
C -1.322 5.805 -1.064
C -0.531 4.776 -0.251
C 3.958 -2.086 -2.675
C 1.166 -6.948 -2.234
C -5.154 1.103 2.821
C 0.892 1.051 1.315
C 0.928 3.445 4.991
C -4.591 2.718 -3.448
C -3.624 2.811 3.798
C 0.894 -4.275 0.816
C 0.358 -4.791 -1.409
C -0.081 -6.232 -1.661
C 1.724 -1.253 -2.686
C -1.411 3.861 0.566
C 7.293 -1.831 0.128
C 1.057 -0.905 -4.016
C 8.230 -1.140 -0.851
C 6.023 -1.005 0.344
C -0.343 -0.395 -3.884
C -5.248 -0.709 -1.193
C 4.960 2.859 2.058
C -3.678 0.940 -2.284
C -3.428 -3.180 2.365
C -0.488 0.621 0.851
C -3.909 -0.508 -1.849
C 3.878 -1.031 1.196
C 4.604 1.823 0.987
H -0.402 -6.721 -0.736
H -2.548 -0.160 3.430
H 5.591 -0.855 -0.653
H -2.959 3.644 3.552
H 7.733 -0.938 -1.802
H 5.931 2.727 2.545
H -1.488 -1.001 0.538
H 1.912 -6.901 -1.439
H -2.853 -1.874 -0.775
H -2.796 7.014 -2.847
H 3.745 -2.715 -3.548
H 2.510 3.736 2.899
H -4.372 -2.916 1.884
H 3.121 -1.542 1.790
H -0.636 6.620 -1.313
H 3.996 0.024 1.441
H -0.304 0.404 -3.139
H 0.229 4.269 5.127
H -0.894 3.095 1.156
H -3.584 -3.555 3.373
H 4.144 1.995 3.607
H 4.944 3.874 1.662
H -6.120 -0.480 -1.807
H 0.475 -2.603 -5.043
H -0.445 -4.069 -1.215
H -1.111 -1.064 -3.472
H 3.637 1.347 1.171
H 7.355 -3.855 0.154
H 1.360 -0.631 -1.859
H 6.268 -0.080 0.872
H -3.423 -0.538 1.907
H -3.448 2.074 1.771
H 7.800 -1.926 1.095
H 0.746 2.702 5.767
H -2.828 -2.270 2.309
H 1.343 1.928 3.532
H 0.221 -5.031 1.233
H -0.755 -0.087 -4.845
H 8.709 -0.242 -0.453
H 1.335 5.285 -0.086
H -2.027 -0.820 -1.519
H 0.797 -4.382 -2.333
H -3.718 3.056 -4.007
H -4.704 3.165 -2.450
H 0.389 -3.304 0.783
H -3.869 -1.139 -2.746
H -3.319 -5.138 1.347
H 1.492 -6.479 -3.160
H 1.737 -4.162 1.497
H -1.411 -7.271 -2.772
H 3.893 -2.632 -1.734
H -5.313 -1.760 -0.894
H -5.361 3.170 1.024
H -0.143 2.795 3.198
H 1.967 3.768 5.100
H -2.634 1.019 -2.620
H -5.713 3.722 2.507
H -3.833 5.847 -1.946
H -4.344 3.142 4.546
H -0.909 -5.901 -3.459
H -2.123 6.171 -0.408
H -3.285 5.462 -3.623
H 1.689 -0.101 -4.415
H -5.411 -0.095 -0.303
H 3.362 -1.045 0.223
H 0.983 2.137 1.246
H 5.222 0.926 1.126
H -1.224 1.225 1.404
H -0.662 0.931 -0.189
H 1.024 0.803 2.371
H 4.987 -1.796 -2.893
H -3.775 1.599 -1.408
H -1.877 -4.677 1.962
H 5.931 -3.238 -0.198
H -2.020 4.340 1.345
H -3.523 -1.617 3.319
H -0.060 4.041 -0.919
H 1.519 -2.303 -2.444
H -5.458 0.691 1.851
H 2.094 -2.358 -5.108
H -3.210 -4.179 -0.414
H -5.966 1.518 3.418
H -2.135 3.226 0.043
H 1.644 0.553 0.703
H -2.976 2.055 4.244
H 4.712 2.181 -0.031
H 0.934 -8.002 -2.405
H 9.071 -1.783 -1.119
H 0.801 4.775 1.325
H -5.494 3.079 -3.946
```

For the total energy, the calculation gives -2353.84575 Eh. For the HOMO energy, the calculation gives -8.77 eV. The largest force on an atom is 2.81 eV/A. As for the SMILES: COC[C@H](C)N.COC[C@H](C)N.COC[C@H](C)N.COC[C@H](C)N.COC[C@H](C)N.COC[C@H](C)N.CCO.CCO.CCO.CCO. The energy relative to the best compared isomer or geometry (same formula, charge and spin) is 87.9 kcal per mole.